{"formula": "C23H35N3O3", "method": "wB97M-V/def2-TZVPD", "gap_ev": 9.6, "e_above_lowest_kcal_mol": 20.50, "energy_ev": -35032.907, "smiles": "CC1(C)C[C@@H](C(=O)N2CCCCC(C)(C)C2)CN(C(=O)c2ncoc2C2CC2)C1", "max_force_ha_per_bohr": 0.003, "symbols": ["C", "C", "C", "C", "C", "C", "O", "N", "C", "C", "C", "C", "C", "C", "C", "C", "C", "N", "C", "O", "C", "N", "C", "O", "C", "C", "C", "C", "C", "H", "H", "H", "H", "H", "H", "H", "H", "H", "H", "H", "H", "H", "H", "H", "H", "H", "H", "H", "H", "H", "H", "H", "H", "H", "H", "H", "H", "H", "H", "H", "H", "H", "H", "H"], "coordinates": [[-1.694908, -3.097963, 2.883408], [-1.395503, -2.048268, 1.816652], [-2.100338, -0.741255, 2.187317], [0.124277, -1.841202, 1.720227], [0.525403, -0.996582, 0.512674], [2.036229, -0.904157, 0.373339], [2.755738, -1.815083, 0.758556], [2.531060, 0.209280, -0.233501], [1.716036, 1.314651, -0.731113], [1.431837, 2.406007, 0.305014], [2.563419, 2.622016, 1.311980], [3.978205, 2.617133, 0.720948], [4.671540, 1.246066, 0.590096], [6.094202, 1.480661, 0.078947], [4.745346, 0.542328, 1.946698], [3.968972, 0.335847, -0.427002], [-0.055652, -1.640068, -0.750648], [-1.505083, -1.712402, -0.633953], [-2.215666, -0.695727, -1.191939], [-1.660023, 0.185949, -1.845083], [-3.703564, -0.678094, -1.127048], [-4.527337, -1.214067, -0.134155], [-5.714462, -0.906611, -0.497854], [-5.780884, -0.207645, -1.652883], [-4.485002, -0.052758, -2.048018], [-4.240356, 0.678302, -3.289654], [-5.221731, 0.550263, -4.430756], [-5.144666, 1.828950, -3.660210], [-1.924215, -2.571798, 0.468803], [-1.214676, -4.049339, 2.643994], [-1.324913, -2.771460, 3.857460], [-2.770379, -3.269069, 2.971506], [-1.957720, 0.037251, 1.434983], [-3.174408, -0.898973, 2.292052], [-1.710419, -0.361223, 3.134476], [0.488981, -1.380122, 2.643030], [0.625994, -2.808801, 1.637326], [0.098339, 0.002742, 0.603063], [2.278233, 1.746088, -1.560881], [0.783013, 0.948580, -1.159153], [1.233807, 3.333204, -0.240075], [0.513108, 2.175272, 0.851445], [2.389891, 3.578026, 1.811009], [2.497941, 1.866059, 2.096478], [3.971089, 3.109934, -0.259358], [4.622387, 3.231571, 1.357155], [6.612437, 0.533017, -0.083521], [6.088151, 2.030505, -0.865526], [6.672393, 2.059024, 0.802305], [5.376285, -0.345215, 1.875904], [5.170462, 1.208816, 2.701686], [3.769529, 0.205179, 2.293704], [4.402208, -0.662322, -0.377946], [4.131910, 0.730533, -1.435006], [0.200782, -1.089197, -1.650426], [0.328580, -2.660113, -0.838237], [-6.645954, -1.126588, -0.004512], [-3.192056, 0.770667, -3.522892], [-4.809123, 0.521217, -5.428884], [-6.086258, -0.078300, -4.270267], [-5.957455, 2.053963, -2.984264], [-4.678372, 2.686524, -4.123070], [-1.502222, -3.564672, 0.281956], [-3.004439, -2.656572, 0.493631]], "atomic_forces_ev_per_a": [[0.000, 0.000, 0.000], [0.001, 0.000, 0.001], [0.001, -0.001, 0.000], [-0.001, 0.000, -0.001], [-0.001, -0.002, 0.000], [0.001, 0.000, -0.001], [-0.001, 0.001, 0.000], [0.000, 0.000, 0.002], [0.003, 0.001, -0.001], [-0.001, -0.002, 0.000], [0.000, 0.001, 0.001], [0.000, 0.000, 0.001], [-0.001, -0.002, 0.000], [0.001, 0.001, -0.001], [0.000, 0.001, 0.000], [-0.001, 0.001, 0.000], [0.000, -0.001, 0.003], [0.001, 0.040, 0.061], [-0.008, -0.095, -0.109], [-0.001, 0.002, -0.001], [0.005, 0.120, 0.084], [0.001, -0.065, -0.036], [0.000, -0.002, 0.002], [-0.001, 0.001, -0.002], [0.003, 0.000, 0.001], [-0.004, -0.006, -0.007], [0.007, 0.002, 0.007], [-0.003, 0.000, -0.002], [0.001, 0.001, -0.001], [0.000, 0.000, 0.000], [0.000, 0.000, 0.000], [0.000, 0.000, 0.000], [-0.001, 0.000, 0.000], [0.000, 0.000, 0.000], [0.000, 0.000, 0.000], [0.000, 0.001, 0.000], [0.000, 0.000, 0.000], [0.000, 0.000, 0.001], [-0.001, 0.000, -0.001], [0.000, 0.000, 0.000], [0.001, 0.000, 0.000], [0.000, 0.000, 0.000], [0.000, 0.000, 0.000], [0.000, -0.001, 0.000], [0.000, 0.000, -0.001], [0.000, 0.000, 0.000], [0.000, 0.000, 0.000], [0.000, 0.000, 0.000], [0.000, 0.000, 0.000], [0.000, 0.000, 0.000], [0.000, 0.000, 0.000], [-0.001, 0.000, 0.000], [0.000, 0.000, 0.000], [0.000, 0.000, 0.000], [-0.001, 0.001, 0.000], [0.001, 0.000, 0.000], [0.000, 0.001, -0.001], [-0.001, 0.001, 0.001], [0.000, 0.000, 0.000], [0.000, 0.000, 0.000], [0.000, 0.001, 0.001], [0.001, 0.000, 0.000], [0.001, 0.000, 0.000], [-0.001, 0.000, 0.000]], "lowdin_charge": [-0.05, -0.52, -0.03, -0.10, -0.19, -0.41, 0.06, -0.02, -0.14, -0.16, -0.18, -0.15, -0.54, -0.06, -0.04, -0.11, -0.08, -0.01, -0.38, 0.05, -0.10, 0.14, -0.16, 0.09, -0.15, -0.19, -0.09, -0.09, -0.10, 0.09, 0.09, 0.09, 0.08, 0.08, 0.09, 0.13, 0.13, 0.12, 0.12, 0.10, 0.11, 0.10, 0.11, 0.10, 0.12, 0.12, 0.09, 0.08, 0.09, 0.09, 0.09, 0.07, 0.13, 0.13, 0.12, 0.14, 0.14, 0.13, 0.10, 0.10, 0.10, 0.10, 0.14, 0.11]}

=====

{"formula": "C6H16", "method": "wB97M-V/def2-TZVPD", "gap_ev": 12.2, "e_above_lowest_kcal_mol": 13.61, "energy_ev": -6481.067, "smiles": "CC(C)C.CC", "max_force_ha_per_bohr": 0.044, "symbols": ["C", "C", "C", "C", "H", "H", "H", "H", "H", "H", "H", "H", "H", "H", "C", "C", "H", "H", "H", "H", "H", "H"], "coordinates": [[2.012997, -1.137429, -0.179593], [1.140581, 0.102865, 0.043938], [1.862023, 1.273196, 0.647274], [0.477756, 0.540939, -1.274673], [2.899995, -0.817330, -0.752106], [1.474971, -1.951173, -0.628168], [2.536926, -1.407327, 0.745933], [0.393761, -0.174295, 0.798318], [2.311811, 2.053848, 0.039121], [1.190481, 1.863483, 1.284031], [2.682244, 1.004714, 1.324133], [-0.143746, -0.275149, -1.599718], [-0.026232, 1.505095, -1.189523], [1.225424, 0.696573, -2.058139], [-2.365813, -0.805499, -0.301481], [-2.606478, -0.031079, 1.015891], [-3.141263, -1.579833, -0.395042], [-2.588753, -0.179010, -1.157313], [-1.365280, -1.203910, -0.289836], [-1.757747, 0.628988, 1.171215], [-2.683825, -0.632338, 1.916132], [-3.529832, 0.524679, 0.839602]], "atomic_forces_ev_per_a": [[1.491, 1.578, 0.568], [-0.149, -0.046, -0.519], [0.793, 1.136, 1.663], [0.671, -0.180, 0.292], [-0.498, -0.327, -0.615], [-0.037, -0.432, -0.195], [-0.689, -0.415, 0.160], [-0.235, -0.023, -0.361], [-0.039, -0.359, -0.939], [-0.146, -0.194, -0.062], [-0.132, -0.358, 0.000], [-0.577, 0.147, -0.424], [-0.442, -0.288, 0.132], [0.234, -0.114, 0.175], [-1.312, -0.302, 1.083], [0.037, 0.107, -1.113], [0.522, -0.259, 0.152], [0.593, 0.346, -0.135], [0.089, -0.392, -0.434], [-0.147, 0.458, 0.071], [-0.164, -0.337, -0.108], [0.137, 0.254, 0.609]], "lowdin_charge": [-0.08, -0.50, -0.11, -0.09, 0.08, 0.07, 0.08, 0.11, 0.07, 0.08, 0.08, 0.04, 0.08, 0.08, -0.17, -0.15, 0.07, 0.06, 0.03, 0.04, 0.06, 0.06]}